[1]
C17H24N2NiO2SSi as an isolated structure. Source: OMol25; level of theory: wB97M-V/def2-TZVPD.

```
48
C17H24N2NiO2SSi (wB97M-V/def2-TZVPD)
Ni -0.033 -0.033 0.037
C 0.923 5.220 1.900
C 0.187 5.444 0.743
C -0.116 4.396 -0.109
C 0.331 3.120 0.213
C 1.056 2.883 1.372
C 1.358 3.941 2.215
N 0.047 1.978 -0.597
N -0.384 2.212 -1.741
C -0.752 1.040 -2.469
C -1.117 1.251 -3.796
C -1.514 0.156 -4.545
C -1.534 -1.102 -3.953
C -1.163 -1.275 -2.623
C -0.766 -0.203 -1.823
H 1.152 6.046 2.561
H -0.154 6.443 0.504
H -0.687 4.552 -1.012
H 1.377 1.875 1.609
H 1.926 3.763 3.118
H -1.078 2.246 -4.219
H -1.802 0.276 -5.581
H -1.845 -1.957 -4.542
H -1.177 -2.277 -2.204
C 2.531 -3.759 0.568
Si 1.101 -2.919 1.447
C 1.534 -2.773 3.270
C -0.397 -4.057 1.313
O 0.792 -1.477 0.803
H 2.811 -4.697 1.054
H 3.411 -3.113 0.554
H 2.272 -3.984 -0.469
H 1.820 -3.738 3.694
H 0.687 -2.392 3.844
H 2.368 -2.083 3.417
H -0.160 -5.055 1.690
H -0.723 -4.165 0.275
H -1.240 -3.682 1.897
C -3.090 -1.419 0.732
S -2.914 0.267 1.311
C -3.426 1.092 -0.195
O -1.426 0.506 1.416
H -4.097 -1.569 0.345
H -2.908 -2.083 1.574
H -2.341 -1.582 -0.044
H -4.468 0.855 -0.403
H -2.779 0.757 -1.008
H -3.314 2.163 -0.034
```

Values from the calculation:
Energy above the lowest of the compared OMol25 structures with the same formula, charge and spin = 0.00 kcal/mol
F_max = 0.4 eV Å⁻¹
HOMO energy (spin up / spin down) = -8.2 / -8.7 eV
2S+1 = 3
Orbital gap (spin up / spin down) = 7.49 / 7.99 eV
DFT total energy = -84850.060 eV
E_LUMO (spin up / spin down) = -0.67 / -0.67 eV
Molar mass = 407.2 Da

Atomic partial charges in e from the Mulliken method, atoms 1 to 4:
1. Ni -0.02
2. C -0.40
3. C -0.58
4. C -0.21

---

[2]
C17H24N2O5S in the gas phase. Source: OMol25; level of theory: wB97M-V/def2-TZVPD.

```
49
C17H24N2O5S (wB97M-V/def2-TZVPD)
C -1.591 0.654 -4.578
C -1.248 1.897 -3.768
O -0.757 1.541 -2.476
C 0.563 1.641 -2.255
O 1.366 1.887 -3.127
C 0.896 1.390 -0.857
C 0.027 1.426 0.276
S -1.704 1.849 0.285
O -2.150 1.834 1.650
O -1.915 3.044 -0.474
N -2.527 0.624 -0.480
C -2.394 -0.697 0.083
C -1.271 -1.526 -0.544
C -1.105 -2.885 0.151
C -0.580 -2.747 1.538
C -1.210 -2.683 2.746
C -0.192 -2.551 3.723
C 0.981 -2.541 3.036
O 0.758 -2.656 1.713
C 0.789 1.142 1.382
C 0.421 1.065 2.817
N 2.076 0.924 0.964
C 3.156 0.562 1.839
C 2.161 1.077 -0.384
C 3.424 0.895 -1.142
H -1.980 0.950 -5.548
H -0.700 0.048 -4.728
H -2.342 0.057 -4.065
H -2.133 2.510 -3.584
H -0.484 2.488 -4.282
H -2.393 0.677 -1.477
H -2.217 -0.549 1.151
H -3.348 -1.223 -0.037
H -1.500 -1.693 -1.599
H -0.331 -0.975 -0.487
H -2.068 -3.397 0.186
H -0.405 -3.494 -0.426
H -2.264 -2.729 2.921
H -0.321 -2.474 4.782
H 2.001 -2.483 3.361
H -0.638 1.282 2.917
H 0.630 0.075 3.221
H 0.984 1.798 3.396
H 3.057 -0.479 2.155
H 4.105 0.685 1.324
H 3.149 1.197 2.725
H 3.823 -0.110 -1.004
H 3.223 1.060 -2.196
H 4.176 1.616 -0.822
```

Values from the calculation:
Energy above the lowest of the compared OMol25 structures with the same formula, charge and spin = 34.98 kcal/mol
F_max = 1.0 eV Å⁻¹
HOMO energy = -8.5 eV
2S+1 = 1
Orbital gap = 9.07 eV
DFT total energy = -42071.274 eV
E_LUMO = 0.57 eV
Molar mass = 368.5 Da
SMILES = CCOC(=O)c1c(S(=O)(=O)NCCCc2ccco2)c(C)n(C)c1C

Atomic partial charges in e from the Mulliken method, atoms 1 to 4:
1. C -1.12
2. C -0.49
3. O -0.13
4. C 0.15

---

[3]
C17H24N3O7P2Pd as an isolated structure. Source: OMol25; level of theory: wB97M-V/def2-TZVPD.

```
54
C17H24N3O7P2Pd (wB97M-V/def2-TZVPD)
Pd -0.109 0.002 0.770
C -0.724 0.446 5.260
C 0.537 0.512 5.812
C 1.623 0.507 4.956
C 1.415 0.429 3.563
N 0.160 0.324 3.050
C -0.872 0.344 3.858
C 2.471 0.466 2.610
C 3.831 0.657 3.004
C 4.806 0.699 2.058
C 4.456 0.557 0.698
C 3.137 0.379 0.294
C 2.122 0.329 1.224
H -1.615 0.466 5.872
H 0.678 0.573 6.882
H 2.624 0.563 5.352
H -1.850 0.296 3.406
H 4.089 0.775 4.046
H 5.842 0.845 2.330
H 5.242 0.598 -0.047
H 2.900 0.298 -0.756
O -3.810 -2.040 0.544
P -2.633 -1.006 0.431
O -1.741 -1.145 -0.761
O -1.779 -1.092 1.701
O -3.378 0.411 0.417
P -2.584 1.791 0.848
O -3.405 2.886 0.052
O -2.625 1.957 2.309
O -1.230 1.700 0.132
H -4.571 -1.874 -0.026
H -4.020 3.351 0.633
C -1.522 -2.169 -4.277
C -0.095 -1.639 -4.289
N 0.104 -0.512 -3.374
C -0.335 0.811 -3.836
C -1.701 1.235 -3.306
C 0.534 -0.679 -2.124
C 0.923 -2.056 -1.668
N 0.672 0.304 -1.268
H -1.589 -3.073 -4.881
H -2.218 -1.440 -4.690
H -1.840 -2.399 -3.260
H 0.181 -1.298 -5.288
H 0.607 -2.430 -4.036
H -0.343 0.773 -4.924
H 0.431 1.542 -3.566
H -2.489 0.595 -3.699
H -1.909 2.260 -3.615
H -1.745 1.188 -2.219
H 1.776 -2.431 -2.236
H 0.092 -2.749 -1.782
H 1.205 -2.026 -0.617
H 0.274 1.187 -1.567
```

Values from the calculation:
Charge = +1
F_max = 0.8 eV Å⁻¹
HOMO energy (spin up / spin down) = -11.3 / -11.7 eV
2S+1 = 5
Orbital gap (spin up / spin down) = 7.31 / 4.57 eV
DFT total energy = -58875.709 eV
E_LUMO (spin up / spin down) = -4.01 / -7.11 eV
Molar mass = 550.8 Da

Atomic partial charges in e from the Mulliken method, atoms 1 to 4:
1. Pd -0.35
2. C -1.02
3. C -0.51
4. C -0.76

---

[4]
C17H24N4O3S in the gas phase in a non-equilibrium geometry. Source: OMol25; level of theory: wB97M-V/def2-TZVPD.

```
49
C17H24N4O3S (wB97M-V/def2-TZVPD)
C -2.096 -1.595 -1.565
C -3.537 -1.117 -1.404
N -3.851 -0.866 -0.014
C -4.670 -1.822 0.702
C -6.142 -1.772 0.304
S -4.051 0.742 0.384
O -4.733 1.464 -0.655
O -4.565 0.806 1.719
C -2.335 1.263 0.397
C -1.851 2.114 -0.578
C -0.513 2.464 -0.563
C 0.337 1.953 0.415
C 1.775 2.369 0.362
O 2.131 3.424 -0.123
N 2.647 1.472 0.880
C 4.075 1.700 0.848
C 4.672 1.535 -0.557
C 4.229 0.236 -1.242
N 4.344 -0.905 -0.374
C 5.491 -1.413 0.166
C 5.104 -2.435 0.985
N 3.752 -2.562 0.961
C 3.330 -1.637 0.144
C -0.172 1.113 1.404
C -1.513 0.770 1.392
H -1.937 -2.508 -0.997
H -1.886 -1.794 -2.613
H -1.403 -0.840 -1.204
H -4.221 -1.864 -1.815
H -3.689 -0.184 -1.953
H -4.251 -2.818 0.533
H -4.574 -1.571 1.759
H -6.526 -0.771 0.487
H -6.274 -2.007 -0.750
H -6.712 -2.485 0.894
H -2.532 2.494 -1.323
H -0.103 3.137 -1.301
H 2.327 0.561 1.162
H 4.542 1.003 1.546
H 4.264 2.723 1.184
H 5.758 1.566 -0.471
H 4.352 2.373 -1.177
H 4.835 0.075 -2.141
H 3.182 0.315 -1.546
H 6.458 -1.021 -0.075
H 5.708 -3.084 1.587
H 2.302 -1.479 -0.121
H 0.461 0.749 2.199
H -1.938 0.131 2.149
```

Values from the calculation:
Energy above the lowest of the compared OMol25 structures with the same formula, charge and spin = 48.76 kcal/mol
F_max = 1.2 eV Å⁻¹
HOMO energy = -9.1 eV
2S+1 = 1
Orbital gap = 9.23 eV
DFT total energy = -40956.900 eV
E_LUMO = 0.08 eV
Molar mass = 364.5 Da
SMILES = CCN(CC)S(=O)(=O)c1ccc(C(=O)NCCCn2ccnc2)cc1

Atomic partial charges in e from the Mulliken method, atoms 1 to 4:
1. C -0.90
2. C -0.74
3. N 0.31
4. C -0.65

---

[5]
C17H24N4O4S2 in the gas phase in a non-equilibrium geometry. Source: OMol25; level of theory: wB97M-V/def2-TZVPD.

```
51
C17H24N4O4S2 (wB97M-V/def2-TZVPD)
C 2.360 -1.037 5.008
C 1.819 -0.747 3.614
C 1.890 0.741 3.281
C 1.351 1.041 1.879
N 2.026 0.313 0.830
C 3.399 0.610 0.494
C 3.510 1.666 -0.604
S 1.407 -1.102 0.272
O 0.198 -1.415 0.986
O 2.427 -2.108 0.190
C 0.837 -0.729 -1.390
C 0.303 0.514 -1.671
C -0.411 0.696 -2.842
C -0.609 -0.382 -3.701
C -1.608 -0.281 -4.807
O -1.374 -0.203 -5.983
N -2.916 -0.305 -4.348
C -3.371 -0.389 -3.063
N -4.594 -0.172 -2.690
N -4.615 -0.318 -1.347
C -3.417 -0.623 -0.967
C -2.895 -0.714 0.403
S -2.509 0.997 0.940
C -4.204 1.614 1.150
O -2.567 -0.704 -2.027
C 0.007 -1.602 -3.454
C 0.733 -1.774 -2.287
H 2.302 -2.100 5.225
H 1.784 -0.501 5.760
H 3.400 -0.728 5.089
H 2.391 -1.310 2.873
H 0.783 -1.079 3.539
H 2.925 1.084 3.364
H 1.295 1.309 3.998
H 0.302 0.746 1.824
H 1.425 2.114 1.668
H 3.850 -0.326 0.160
H 3.932 0.948 1.387
H 4.557 1.874 -0.808
H 3.028 2.590 -0.295
H 3.040 1.317 -1.520
H 0.405 1.313 -0.954
H -0.864 1.652 -3.061
H -3.646 -0.183 -5.041
H -1.951 -1.257 0.449
H -3.633 -1.126 1.088
H -4.786 1.354 0.269
H -4.640 1.171 2.041
H -4.139 2.690 1.261
H -0.126 -2.420 -4.145
H 1.188 -2.719 -2.037
```

Values from the calculation:
Energy above the lowest of the compared OMol25 structures with the same formula, charge and spin = 48.19 kcal/mol
F_max = 1.7 eV Å⁻¹
HOMO energy = -8.9 eV
2S+1 = 1
Orbital gap = 9.14 eV
DFT total energy = -53838.729 eV
E_LUMO = 0.28 eV
Molar mass = 412.5 Da
SMILES = CCCCN(CC)S(=O)(=O)c1ccc(C(=O)Nc2nnc(CSC)o2)cc1

Atomic partial charges in e from the Mulliken method, atoms 1 to 4:
1. C -1.52
2. C 0.19
3. C -0.86
4. C -0.62

---

The highest DFT total energy belongs to which entry?
C17H24N4O3S